Entry 1:
ORCA calculation (the ωB97M-V functional and the def2-TZVPD basis) on a 2-piece molecular cluster, C3H7O3 overall.

Last column: Löwdin charge in e.
Positions of all 13 atoms, in Å:
C 1.349 0.801 -2.429  -0.0770
C 0.540 0.028 -1.402  -0.8792
O 1.094 -0.808 -0.667  -0.1018
O -0.628 0.368 -1.360  -0.0778
H 1.842 1.810 -1.965  0.1076
H 0.718 1.223 -3.200  0.0313
H 2.058 0.196 -2.976  0.0356
C -1.330 0.364 2.678  -0.1927
O -0.865 -0.984 2.628  -0.1455
H -0.418 -1.149 1.776  0.0733
H -1.292 0.267 3.791  0.0742
H -0.716 1.240 2.411  0.0702
H -2.353 0.652 2.279  0.0818

## Properties
Net charge: -1
Energy above the lowest of the compared OMol25 structures with the same formula, charge and spin, kJ/mol: 186.7
Orbital gap, eV: 7.92
HOMO energy, eV: -3.914
F_max, eV/A: 2.97

---

Entry 2:
ORCA calculation (the ωB97M-V functional and the def2-TZVPD basis) on a 2-piece molecular cluster, C2H6S overall.

Last column: Löwdin charge in e.
Positions of all 9 atoms, in Å:
S -1.713 -1.333 1.678  0.5069
H -2.023 -2.390 1.076  -0.2967
H -1.933 -0.644 0.536  -0.2122
C 0.399 1.162 -0.436  -0.1057
C 1.512 0.368 -0.617  -0.0921
H 0.309 1.952 0.260  0.0210
H -0.372 1.028 -1.297  0.0722
H 2.143 0.150 0.298  0.0582
H 1.678 -0.294 -1.497  0.0484

## Properties
Energy above the lowest of the compared OMol25 structures with the same formula, charge and spin, kJ/mol: 157.2
Orbital gap, eV: 10.53
HOMO energy, eV: -9.552
F_max, eV/A: 5.03
Structure (SMILES): C=C.S

---

Entry 3:
ORCA calculation (the ωB97M-V functional and the def2-TZVPD basis) on C6H17N3Si as an isolated structure.

Last column: Löwdin charge in e.
Positions of all 27 atoms, in Å:
C 0.148 2.029 -2.764  -0.1363
C -0.509 1.611 -1.644  -0.1384
C -1.584 1.338 2.019  -0.1877
C 2.518 0.830 1.707  -0.1673
C -1.623 -1.977 -0.420  -0.1315
C 0.532 -2.378 -1.416  -0.1092
N -0.974 0.175 1.468  -0.1559
N 1.760 0.116 0.707  -0.1520
N -0.214 -1.502 -0.450  -0.3084
Si 0.122 0.083 0.159  0.5145
H -0.045 2.583 -3.603  -0.0080
H 1.179 1.673 -2.997  0.0329
H -1.563 1.787 -1.604  -0.0154
H -1.206 1.708 2.909  0.0406
H -1.636 2.127 1.347  0.0400
H -2.703 1.141 2.274  0.1061
H 3.439 0.325 1.886  0.0592
H 2.676 1.914 1.430  0.0923
H 2.086 0.838 2.686  0.0584
H -1.770 -3.018 -0.670  0.0753
H -1.877 -1.750 0.602  0.0485
H -2.237 -1.418 -1.052  0.0522
H 1.613 -2.077 -1.163  0.0859
H 0.306 -3.380 -0.989  0.0765
H 0.160 -2.230 -2.443  0.0788
H -0.839 -0.552 2.183  0.1041
H 2.238 0.003 -0.162  0.0448

## Properties
Energy above the lowest of the compared OMol25 structures with the same formula, charge and spin, kJ/mol: 0.0
Orbital gap, eV: 8.88
HOMO energy, eV: -8.082
F_max, eV/A: 4.77

---

Entry 4:
ORCA calculation (the ωB97M-V functional and the def2-TZVPD basis) on C3H7NO in the gas phase.

Last column: Löwdin charge in e.
Positions of all 12 atoms, in Å:
C 1.851 -0.064 0.404  -0.0999
O 0.667 -0.829 0.135  -0.0731
C -0.406 -0.013 0.014  -0.5078
C -1.661 -0.599 -0.578  -0.0006
N -0.188 1.187 0.299  0.1327
H 1.960 0.694 -0.379  0.0855
H 1.790 0.475 1.355  0.0840
H 2.681 -0.765 0.398  0.0834
H -2.048 0.301 -1.060  0.0793
H -2.402 -0.902 0.165  0.0797
H -1.498 -1.446 -1.261  0.0866
H -0.745 1.961 0.508  0.0502

## Properties
Energy above the lowest of the compared OMol25 structures with the same formula, charge and spin, kJ/mol: 165.3
Orbital gap, eV: 10.42
HOMO energy, eV: -9.326
F_max, eV/A: 1.89
Structure (SMILES): [H]/N=C(\C)OC